(1)
12
Properties=species:S:1:pos:R:3:forces:R:3 method="wB97M-V/def2-TZVPD" lumo_ev=0.53 gap_ev=10.6
O 1.6380 -0.5383 -2.3714 -0.07 0.16 0.01
C 1.6172 -0.1502 -1.2246 0.37 -0.26 -0.53
N 0.5566 0.4929 -0.6757 0.31 0.05 -0.22
C 0.3287 0.7205 0.7204 -0.61 -0.12 0.35
C -0.9943 0.0709 1.1565 -0.73 0.95 -1.30
O -1.8888 0.7235 1.6281 0.36 -0.47 0.71
O -1.1714 -1.1746 0.6722 0.73 -0.42 0.69
H 2.5188 -0.2666 -0.6012 -0.31 0.01 0.46
H -0.1664 0.7040 -1.3508 -0.12 -0.08 0.22
H 1.1422 0.3280 1.3239 0.21 -0.11 -0.11
H 0.1991 1.7751 0.9587 0.12 0.04 -0.04
H -1.8685 -1.6158 1.1790 -0.26 0.23 -0.24

(2)
21
Properties=species:S:1:pos:R:3:forces:R:3 method="wB97M-V/def2-TZVPD" lumo_ev="-0.23 / 0.21" gap_ev="6.7 / 7.5"
C 0.4530 2.4022 -0.3651 -0.29 0.10 0.94
N 2.0585 0.1990 0.5749 -0.07 0.15 0.16
C 1.3310 0.1066 -0.6525 0.13 -0.49 -0.23
C 0.8231 1.2608 -1.2197 -0.15 -0.44 0.06
H 2.4064 -0.6964 0.8971 -0.14 0.14 -0.07
H 2.8075 0.8787 0.5420 -0.04 -0.07 -0.08
H 1.6583 -0.6643 -1.3435 0.02 -0.06 -0.16
H 0.5067 1.2472 -2.2521 0.01 -0.14 -0.07
H 1.3298 2.9942 -0.0903 -0.09 0.22 0.07
H -0.2936 3.0509 -0.8200 0.09 0.08 -0.08
H 0.0204 1.9832 0.5725 0.43 0.57 -0.42
C -2.5888 -0.9759 0.6774 -0.23 -0.10 -0.38
C -1.3557 -0.2954 0.1648 -0.67 -0.63 -0.31
C 0.2653 -2.2033 0.2943 0.70 -1.72 0.79
C -0.2214 -1.0003 0.0403 0.21 1.81 -1.07
H -1.5016 0.6592 -0.3120 0.37 0.40 0.45
H -2.5419 -1.0813 1.7613 -0.09 0.00 0.11
H -2.6848 -1.9776 0.2523 -0.02 -0.04 0.08
H -3.4844 -0.4146 0.4135 -0.06 0.00 0.12
H 1.0454 -2.6830 -0.2842 -0.11 0.13 -0.37
H -0.0332 -2.7900 1.1492 -0.03 0.08 0.47

| no. | electronic energy (eV) | M (g/mol) |
| --- | --- | --- |
| 1 | -10824.83522 | 103.08 |
| 2 | -8955.05715 | 111.19 |